The following is a DFT calculation (ωB97M-V/def2-TZVPD) of a structure of composition C16H9AuIN5O6.

Calculated values
ΔE to the lowest compared entry with this formula, charge and spin, kcal per mole: 0.0
HOMO-LUMO gap, eV: 6.72
E_LUMO, eV: -2.158
DFT total energy, Eh: -1773.67957

Structure (ORCA input):
```
! RIJCOSX wB97M-V def2-TZVPD def2/J DEFGRID3
* xyz 0 1
Au 1.2026 0.5047 -0.5037
O -2.5141 -4.8590 -0.8660
C -1.7776 -3.7308 -0.7547
C -1.4253 -2.9574 -1.8588
C -0.6698 -1.8265 -1.6301
N -0.3010 -1.4516 -0.4164
C -0.6189 -2.1893 0.6419
C -1.3548 -3.3514 0.5151
C -0.0619 -1.7039 1.9919
O -0.0127 -2.5271 2.9029
O 0.4165 -0.5326 1.9489
C -0.1984 -0.9469 -2.7721
O -0.5400 -1.1850 -3.9087
O 0.5869 0.0459 -2.4402
H -2.7296 -5.0172 -1.7919
H -1.7047 -3.2154 -2.8725
H -1.5800 -3.9423 1.3913
N 3.2917 -0.9249 2.1569
C 2.9016 -0.2674 1.0987
O 2.8241 -0.7555 -0.0705
C 2.3799 1.1493 1.1078
C 1.7828 1.6751 2.3177
N 1.3923 2.1426 3.2894
C 3.3072 2.0908 0.4946
N 4.0368 2.8213 -0.0082
H 3.3428 -1.9325 2.0970
H 3.1245 -0.5223 3.0675
I -4.2687 2.0873 0.7121
C -2.4030 2.6077 -0.0248
C -2.1355 3.8851 -0.4957
C -0.8661 4.1796 -0.9699
C 0.0985 3.1954 -0.9674
N -0.1851 1.9702 -0.5150
C -1.3961 1.6600 -0.0427
H -2.9072 4.6425 -0.4878
H -0.6206 5.1644 -1.3391
H 1.1045 3.3663 -1.3264
H -1.5216 0.6510 0.3287
*
```